{
  "formula": "C47H97N10O14P2S2",
  "method": "ωB97M-V with the def2-TZVPD basis set",
  "species": ["C", "C", "C", "O", "C", "C", "P", "O", "C", "C", "C", "N", "N", "C", "C", "C", "C", "S", "O", "O", "O", "C", "C", "C", "C", "O", "C", "C", "C", "C", "C", "C", "C", "P", "S", "H", "H", "H", "H", "H", "H", "H", "H", "H", "H", "H", "H", "H", "H", "H", "H", "H", "H", "H", "H", "H", "H", "H", "H", "H", "H", "H", "H", "H", "H", "H", "H", "H", "H", "H", "H", "H", "H", "H", "H", "H", "C", "O", "N", "C", "C", "H", "H", "H", "H", "H", "H", "H", "C", "O", "N", "C", "C", "H", "H", "H", "H", "H", "H", "H", "C", "O", "N", "C", "C", "H", "H", "H", "H", "H", "H", "H", "C", "O", "N", "C", "C", "H", "H", "H", "H", "H", "H", "H", "C", "O", "N", "C", "C", "H", "H", "H", "H", "H", "H", "H", "C", "O", "N", "C", "C", "H", "H", "H", "H", "H", "H", "H", "C", "O", "N", "C", "C", "H", "H", "H", "H", "H", "H", "H", "C", "O", "N", "C", "C", "H", "H", "H", "H", "H", "H", "H"],
  "coordinates": [[7.397, 0.493, -0.780], [6.111, 0.508, 0.051], [4.940, -0.213, -0.595], [4.002, 0.744, -1.101], [2.987, 0.162, -1.814], [3.219, -0.179, -3.293], [4.421, 0.945, -4.150], [5.690, 0.216, -4.335], [1.801, -0.291, -3.738], [1.384, -0.938, -5.005], [2.463, -1.736, -5.754], [3.338, -0.956, -6.616], [0.959, 0.234, -2.899], [-0.480, 0.170, -3.230], [-1.402, 0.720, -2.156], [-2.734, 1.154, -2.746], [-3.837, 1.364, -1.690], [-3.388, 1.735, 0.002], [-4.613, 2.148, 0.605], [-2.754, 0.622, 0.650], [-2.392, 2.978, 0.034], [1.590, 0.846, -1.710], [1.563, 2.386, -1.577], [1.010, 3.166, -2.776], [1.849, 3.056, -4.050], [0.730, 4.527, -2.492], [1.385, 5.091, -1.361], [2.886, 5.201, -1.473], [3.640, 5.096, -0.293], [5.027, 5.219, -0.329], [5.665, 5.416, -1.550], [4.924, 5.523, -2.735], [3.537, 5.431, -2.681], [1.024, 0.233, 0.006], [1.991, 1.038, 1.481], [7.455, 1.365, -1.427], [7.512, -0.424, -1.347], [8.248, 0.551, -0.105], [6.325, 0.010, 0.993], [5.802, 1.518, 0.308], [5.308, -0.830, -1.418], [4.460, -0.870, 0.133], [2.782, -0.834, -1.389], [3.667, -1.165, -3.387], [4.592, 2.014, -3.254], [3.847, 1.456, -5.321], [0.534, -1.600, -4.855], [1.025, -0.143, -5.669], [1.918, -2.434, -6.387], [3.044, -2.334, -5.056], [3.036, -0.006, -6.752], [4.306, -0.986, -6.332], [-0.746, -0.871, -3.390], [-0.654, 0.718, -4.155], [-1.544, -0.042, -1.403], [-0.923, 1.565, -1.668], [-2.624, 2.076, -3.311], [-3.080, 0.355, -3.398], [-4.468, 0.487, -1.601], [-4.487, 2.188, -1.969], [-2.182, 3.322, -0.847], [0.924, 2.627, -0.731], [2.582, 2.687, -1.353], [0.055, 2.704, -3.044], [1.567, 2.189, -4.644], [1.619, 3.919, -4.667], [2.907, 3.079, -3.817], [1.108, 4.610, -0.425], [0.994, 6.104, -1.277], [3.148, 4.938, 0.656], [5.578, 5.157, 0.595], [6.747, 5.487, -1.591], [5.455, 5.677, -3.660], [2.954, 5.521, -3.585], [1.178, -1.171, 0.028], [-0.343, 0.492, 0.171], [-2.906, -3.513, -2.580], [-2.388, -2.712, -3.350], [-3.066, -3.279, -1.269], [-3.670, -4.232, -0.356], [-2.599, -1.999, -0.790], [-3.276, -4.495, -2.908], [-4.560, -3.798, 0.103], [-2.960, -4.502, 0.428], [-3.959, -5.131, -0.895], [-3.128, -1.205, -1.308], [-1.532, -1.908, -1.012], [-2.756, -1.898, 0.278], [9.240, 5.084, -0.704], [8.734, 4.972, -1.809], [10.077, 4.192, -0.156], [10.650, 4.379, 1.164], [10.419, 3.000, -0.917], [9.042, 5.953, -0.054], [11.739, 4.411, 1.099], [10.360, 3.556, 1.819], [10.297, 5.313, 1.594], [10.890, 3.281, -1.859], [9.518, 2.431, -1.144], [11.103, 2.384, -0.339], [0.865, -3.057, 1.905], [1.755, -3.300, 1.100], [0.220, -3.959, 2.647], [-0.832, -3.589, 3.582], [0.586, -5.362, 2.517], [0.518, -2.023, 2.084], [-0.565, -3.890, 4.596], [-1.764, -4.084, 3.303], [-0.986, -2.511, 3.567], [1.638, -5.498, 2.767], [0.436, -5.693, 1.489], [-0.027, -5.958, 3.186], [-8.433, -1.836, -0.131], [-7.869, -2.288, -1.113], [-8.001, -0.768, 0.562], [-8.692, -0.262, 1.737], [-6.795, -0.110, 0.103], [-9.354, -2.279, 0.278], [-9.006, 0.768, 1.572], [-8.025, -0.298, 2.601], [-9.574, -0.861, 1.945], [-6.938, 0.244, -0.921], [-5.965, -0.823, 0.106], [-6.552, 0.728, 0.747], [-0.067, -3.886, 7.962], [-0.614, -4.243, 6.926], [1.262, -3.760, 8.109], [1.849, -3.328, 9.363], [2.128, -4.064, 6.983], [-0.632, -3.633, 8.869], [2.418, -2.408, 9.215], [2.519, -4.098, 9.751], [1.063, -3.142, 10.093], [1.886, -3.417, 6.138], [1.986, -5.099, 6.670], [3.165, -3.911, 7.270], [-2.558, -1.693, 9.138], [-1.825, -2.213, 9.962], [-2.958, -0.412, 9.177], [-3.832, 0.153, 8.169], [-2.496, 0.428, 10.270], [-2.959, -2.252, 8.276], [-3.337, 0.987, 7.667], [-4.753, 0.515, 8.629], [-4.083, -0.603, 7.429], [-1.407, 0.478, 10.269], [-2.814, 0.009, 11.225], [-2.905, 1.428, 10.158], [2.017, -6.619, -6.247], [3.054, -7.000, -6.745], [1.023, -6.004, -6.922], [-0.192, -5.563, -6.269], [1.187, -5.782, -8.350], [1.797, -6.743, -5.171], [-1.059, -6.054, -6.715], [-0.299, -4.481, -6.391], [-0.158, -5.802, -5.208], [1.324, -6.733, -8.864], [2.070, -5.169, -8.535], [0.306, -5.281, -8.744], [-11.967, 2.513, 2.539], [-11.408, 1.432, 2.540], [-11.527, 3.603, 1.883], [-12.241, 4.865, 1.919], [-10.299, 3.505, 1.115], [-12.905, 2.689, 3.091], [-12.537, 5.159, 0.911], [-11.605, 5.645, 2.342], [-13.133, 4.770, 2.533], [-10.399, 2.739, 0.344], [-9.470, 3.225, 1.768], [-10.084, 4.463, 0.649]],
  "lowdin_charge": [-0.09, -0.20, -0.18, -0.14, -0.39, -0.21, 0.77, -0.39, -0.15, -0.08, -0.25, 0.03, 0.06, -0.09, -0.24, -0.17, -0.20, 0.59, -0.27, -0.29, -0.12, -0.38, -0.12, -0.35, -0.03, -0.09, -0.16, -0.21, -0.04, -0.07, -0.06, -0.05, -0.05, 0.49, 0.25, 0.07, 0.08, 0.07, 0.11, 0.11, 0.12, 0.12, 0.13, 0.14, 0.04, 0.02, 0.13, 0.14, 0.10, 0.12, 0.05, 0.06, 0.11, 0.14, 0.04, 0.08, 0.12, 0.13, 0.09, 0.11, 0.10, 0.08, 0.12, 0.12, 0.06, 0.10, 0.03, 0.12, 0.14, 0.11, 0.10, 0.07, 0.11, 0.11, -0.01, -0.03, -0.32, -0.02, -0.17, -0.03, -0.04, 0.14, 0.09, 0.09, 0.09, 0.07, 0.09, 0.10, -0.35, -0.01, -0.19, -0.05, -0.03, 0.14, 0.09, 0.09, 0.08, 0.10, 0.07, 0.09, -0.38, -0.03, -0.18, -0.04, -0.03, 0.11, 0.06, 0.09, 0.09, 0.09, 0.09, 0.09, -0.36, -0.01, -0.19, -0.04, -0.06, 0.14, 0.06, 0.09, 0.09, 0.09, 0.09, 0.07, -0.34, -0.02, -0.19, -0.05, -0.04, 0.11, 0.09, 0.09, 0.09, 0.09, 0.09, 0.09, -0.34, -0.01, -0.20, -0.06, -0.04, 0.14, 0.09, 0.09, 0.08, 0.09, 0.09, 0.09, -0.36, 0.02, -0.20, -0.06, -0.04, 0.13, 0.09, 0.08, 0.08, 0.10, 0.09, 0.08, -0.35, 0.01, -0.20, -0.06, -0.05, 0.13, 0.09, 0.09, 0.08, 0.09, 0.09, 0.09],
  "total_charge": 1,
  "homo_lumo_gap_ev": 7.05,
  "de_lowest_ev": 0.000,
  "total_energy_ev": -134119.3623
}

---

{
  "formula": "C29H79Br8O28P7",
  "method": "ωB97M-V with the def2-TZVPD basis set",
  "species": ["C", "O", "P", "O", "O", "C", "O", "C", "H", "H", "H", "H", "H", "H", "H", "H", "H", "C", "O", "P", "O", "O", "C", "O", "C", "H", "H", "H", "H", "H", "H", "H", "H", "H", "C", "O", "P", "O", "O", "C", "O", "C", "H", "H", "H", "H", "H", "H", "H", "H", "H", "C", "O", "P", "O", "O", "C", "O", "C", "H", "H", "H", "H", "H", "H", "H", "H", "H", "C", "O", "P", "O", "O", "C", "O", "C", "H", "H", "H", "H", "H", "H", "H", "H", "H", "C", "O", "P", "O", "O", "C", "O", "C", "H", "H", "H", "H", "H", "H", "H", "H", "H", "C", "O", "P", "O", "O", "C", "O", "C", "H", "H", "H", "H", "H", "H", "H", "H", "H", "Br", "C", "C", "Br", "H", "H", "H", "H", "Br", "C", "C", "Br", "H", "H", "H", "H", "Br", "C", "C", "Br", "H", "H", "H", "H", "Br", "C", "C", "Br", "H", "H", "H", "H"],
  "coordinates": [[-0.856, -0.008, 6.538], [-2.089, -0.642, 6.006], [-2.572, -0.313, 4.519], [-1.578, 0.376, 3.684], [-3.045, -1.711, 3.977], [-2.152, -2.800, 3.685], [-3.923, 0.423, 4.807], [-4.927, 0.813, 3.857], [-0.707, -0.355, 7.569], [-0.944, 1.075, 6.577], [0.050, -0.172, 5.942], [-1.888, -3.199, 4.667], [-1.312, -2.393, 3.126], [-2.723, -3.504, 3.094], [-5.249, -0.062, 3.292], [-4.534, 1.576, 3.164], [-5.782, 1.198, 4.453], [0.593, 1.686, -6.939], [0.068, 0.365, -6.792], [-0.345, -0.205, -5.394], [0.706, -0.357, -4.395], [-1.208, -1.512, -5.708], [-0.477, -2.667, -6.274], [-1.480, 0.796, -4.968], [-1.754, 1.000, -3.516], [1.183, 1.807, -7.867], [1.176, 1.973, -6.087], [-0.242, 2.354, -7.064], [-0.566, -3.379, -5.482], [0.585, -2.429, -6.394], [-0.962, -2.874, -7.227], [-2.250, 0.080, -3.212], [-2.433, 1.892, -3.366], [-0.784, 1.147, -2.995], [2.251, -4.864, 4.734], [1.389, -4.327, 3.720], [1.630, -5.007, 2.287], [1.976, -6.389, 2.250], [2.760, -3.995, 1.702], [3.782, -4.604, 0.877], [0.299, -4.509, 1.538], [-0.453, -5.501, 0.793], [1.516, -5.280, 5.473], [2.727, -3.999, 5.112], [2.971, -5.697, 4.493], [4.695, -4.146, 1.193], [3.569, -4.413, -0.219], [3.907, -5.671, 0.964], [-1.226, -4.963, 0.242], [-0.863, -6.257, 1.472], [0.279, -6.023, 0.141], [-0.793, -3.515, -2.388], [-2.217, -3.548, -2.146], [-3.240, -3.919, -3.280], [-2.938, -5.124, -4.055], [-4.605, -3.979, -2.486], [-4.729, -3.490, -1.159], [-3.410, -2.551, -4.125], [-4.319, -2.627, -5.201], [-0.465, -2.661, -2.938], [-0.479, -4.442, -2.824], [-0.413, -3.354, -1.360], [-4.393, -4.229, -0.497], [-5.741, -3.159, -0.947], [-4.104, -2.591, -1.063], [-5.378, -2.523, -4.903], [-4.214, -3.526, -5.733], [-4.055, -1.843, -5.891], [-5.259, 1.524, -1.356], [-5.055, 1.128, -2.692], [-5.137, 2.291, -3.771], [-4.092, 3.312, -3.931], [-5.268, 1.316, -4.971], [-4.656, 1.605, -6.217], [-6.574, 2.903, -3.513], [-6.672, 4.332, -3.333], [-6.137, 1.008, -0.962], [-5.282, 2.619, -1.246], [-4.402, 1.214, -0.776], [-5.178, 1.025, -6.947], [-3.531, 1.327, -6.247], [-4.683, 2.694, -6.366], [-7.561, 4.466, -2.738], [-6.857, 4.903, -4.224], [-5.783, 4.766, -2.828], [3.712, 1.707, 4.508], [2.934, 0.648, 5.072], [3.411, -0.877, 4.948], [4.799, -1.133, 5.272], [2.296, -1.532, 5.845], [2.505, -1.548, 7.235], [3.011, -1.388, 3.448], [1.842, -0.840, 2.864], [3.620, 2.605, 5.173], [3.344, 2.095, 3.547], [4.753, 1.408, 4.427], [2.704, -0.549, 7.646], [3.390, -2.229, 7.420], [1.578, -1.968, 7.608], [1.046, -0.836, 3.606], [1.475, -1.590, 2.169], [2.129, 0.148, 2.534], [5.947, 0.180, 2.334], [6.635, 1.456, 2.289], [6.572, 2.197, 0.902], [6.581, 1.444, -0.332], [5.293, 3.207, 1.063], [4.937, 4.079, -0.016], [7.789, 3.214, 1.021], [9.108, 2.636, 1.134], [6.287, -0.309, 3.253], [6.163, -0.517, 1.528], [4.890, 0.240, 2.478], [4.009, 4.579, 0.239], [4.799, 3.559, -0.968], [5.681, 4.845, -0.152], [9.796, 3.480, 1.039], [9.376, 1.942, 0.285], [9.193, 2.168, 2.101], [-2.705, 3.378, 1.256], [-1.484, 4.156, 2.655], [-1.242, 3.168, 3.715], [0.015, 3.956, 4.922], [-2.065, 4.973, 3.120], [-0.582, 4.425, 2.094], [-0.763, 2.203, 3.438], [-2.151, 2.896, 4.254], [0.149, 6.025, -0.504], [-1.326, 5.519, -1.580], [-1.161, 4.127, -2.203], [0.193, 4.166, -3.592], [-1.386, 6.343, -2.325], [-2.256, 5.434, -0.981], [-2.097, 3.936, -2.716], [-0.805, 3.364, -1.513], [2.700, -0.939, -1.436], [3.034, 0.706, -2.412], [4.443, 0.801, -2.984], [4.649, 2.417, -4.049], [2.812, 1.507, -1.673], [2.241, 0.772, -3.248], [4.697, -0.081, -3.536], [5.179, 0.920, -2.238], [-2.080, -1.132, 0.028], [-0.484, -0.149, 0.634], [-0.196, 0.891, -0.371], [0.947, 2.422, 0.391], [0.363, -0.779, 0.634], [-0.771, 0.278, 1.646], [-1.082, 1.487, -0.676], [0.445, 0.609, -1.206]],
  "lowdin_charge": [-0.04, -0.20, 0.35, -0.26, -0.23, -0.06, -0.21, -0.06, 0.09, 0.07, 0.07, 0.10, 0.07, 0.09, 0.09, 0.06, 0.10, -0.08, -0.20, 0.31, -0.23, -0.24, -0.03, -0.23, -0.05, 0.10, 0.07, 0.08, 0.07, 0.09, 0.10, 0.08, 0.06, 0.06, -0.09, -0.22, 0.37, -0.20, -0.23, -0.09, -0.24, -0.07, 0.11, 0.05, 0.11, 0.08, 0.10, 0.07, 0.07, 0.09, 0.10, -0.07, -0.28, 0.36, -0.22, -0.19, -0.09, -0.22, -0.11, 0.07, 0.09, 0.07, 0.07, 0.10, 0.02, 0.10, 0.07, 0.08, -0.10, -0.20, 0.34, -0.23, -0.20, -0.08, -0.20, -0.09, 0.10, 0.09, 0.05, 0.08, 0.11, 0.09, 0.08, 0.08, 0.09, -0.09, -0.22, 0.37, -0.20, -0.25, -0.10, -0.22, -0.10, 0.10, 0.09, 0.07, 0.10, 0.11, 0.08, 0.08, 0.07, 0.08, -0.08, -0.19, 0.36, -0.21, -0.23, -0.09, -0.22, -0.09, 0.09, 0.09, 0.05, 0.08, 0.07, 0.08, 0.09, 0.11, 0.08, 0.62, -0.65, -0.77, 0.69, 0.07, 0.00, 0.03, 0.06, 0.64, -0.73, -0.71, 0.65, 0.06, 0.04, 0.02, -0.03, 0.67, -0.70, -0.67, 0.62, 0.01, 0.05, 0.05, 0.00, 0.76, -0.64, -0.61, 0.61, 0.00, 0.05, 0.01, -0.01],
  "total_charge": 0,
  "homo_lumo_gap_ev": 10.04,
  "de_lowest_ev": 0.585,
  "total_energy_ev": -714062.6232
}

---

{
  "formula": "C3ClN3S",
  "method": "ωB97M-V with the def2-TZVPD basis set",
  "species": ["N", "C", "C", "N", "S", "N", "C", "Cl"],
  "coordinates": [[-2.198, 1.068, 0.332], [-1.444, 0.207, 0.317], [-0.613, -0.838, 0.282], [0.108, -1.764, 0.160], [1.169, -2.822, -0.218], [1.658, 1.729, -1.291], [2.383, 1.211, -0.571], [3.255, 0.496, 0.576]],
  "lowdin_charge": [0.20, -0.20, -0.09, -0.56, 0.65, 0.10, -0.85, 0.76],
  "total_charge": 0,
  "homo_lumo_gap_ev": [8.55, 8.55],
  "de_lowest_ev": 2.321,
  "total_energy_ev": -30935.1994
}

---

{
  "formula": "C6H9N",
  "method": "ωB97M-V with the def2-TZVPD basis set",
  "species": ["C", "C", "C", "C", "C", "N", "C", "H", "H", "H", "H", "H", "H", "H", "H", "H"],
  "coordinates": [[1.587, -0.634, 0.921], [0.412, -0.161, 0.135], [0.524, 0.837, -0.993], [-0.301, 1.140, 0.198], [-1.674, 0.305, 0.097], [-1.813, -0.693, -0.933], [-0.901, -0.976, 0.146], [1.305, -0.899, 1.948], [2.364, 0.134, 0.969], [1.995, -1.525, 0.435], [1.519, 1.255, -1.103], [-0.020, 0.736, -1.927], [-0.110, 1.959, 0.904], [-2.468, 0.952, 0.415], [-1.484, -0.492, -1.872], [-0.936, -1.939, 0.660]],
  "lowdin_charge": [-0.04, -0.41, -0.06, -0.14, -0.18, 0.05, -0.16, 0.08, 0.08, 0.08, 0.11, 0.09, 0.14, 0.12, 0.09, 0.14],
  "total_charge": 0,
  "homo_lumo_gap_ev": 9.96,
  "de_lowest_ev": 4.049,
  "total_energy_ev": -7854.1102
}

---

{
  "formula": "C4H9ClO",
  "method": "ωB97M-V with the def2-TZVPD basis set",
  "species": ["C", "C", "C", "O", "H", "H", "H", "H", "H", "H", "C", "Cl", "H", "H", "H"],
  "coordinates": [[1.538, -0.180, 3.162], [2.658, 0.830, 3.254], [4.053, 0.302, 3.012], [2.448, 2.004, 3.510], [0.566, 0.303, 3.360], [1.687, -0.986, 3.900], [1.509, -0.627, 2.154], [4.301, -0.477, 3.752], [4.126, -0.137, 2.002], [4.793, 1.116, 3.096], [2.111, 2.866, 1.216], [2.407, 1.261, 0.531], [2.996, 3.212, 1.776], [1.249, 2.836, 1.903], [1.897, 3.592, 0.413]],
  "lowdin_charge": [-0.06, -0.59, -0.06, -0.02, 0.09, 0.09, 0.06, 0.09, 0.06, 0.09, -0.48, 0.60, 0.05, 0.05, 0.04],
  "total_charge": 0,
  "homo_lumo_gap_ev": 10.57,
  "de_lowest_ev": 0.578,
  "total_energy_ev": -18863.4067
}